Entry from the Open Molecules 2025 dataset: a cluster of 11 separate species, C36H75O14P in total in a non-equilibrium geometry (ωB97M-V/def2-TZVPD).

Bonds (Å) are listed after each position.
CARTESIAN COORDINATES (ANGSTROEM)
1 H 5.436 5.156 -5.926  C27 1.092
2 C 0.526 -0.857 0.126  O31 1.227, C33 1.479, C126 1.537
3 P 1.472 4.048 -4.531  O25 1.576, O66 1.474, O100 1.605, O109 1.590
4 H 3.282 0.703 0.295  C105 1.077
5 C -1.197 2.810 3.015  O28 1.233, C68 1.538, C103 1.481
6 H -1.799 4.050 -2.287  C16 1.084
7 H -0.902 -4.773 1.636  C26 1.124
8 C 0.101 -0.900 4.714  C14 1.508, O32 1.180, C35 1.530
9 C 4.052 0.685 2.314  O24 1.208, C105 1.528, C110 1.477
10 H 1.588 6.509 -6.134  C107 1.069
11 C -0.346 -3.386 -4.322  O36 1.213, C51 1.512, C53 1.496
12 H 0.932 2.726 3.539  C103 1.084
13 C -7.367 0.898 -0.633  C43 1.487, H58 1.090, H73 1.104, H80 1.095
14 C 0.361 -0.121 5.979  C8 1.508, H63 1.083, H69 1.088, H85 1.099
15 C -4.116 -4.610 -0.281  H18 1.099, C82 1.476, H115 1.099, H122 1.100
16 C -1.520 4.989 -1.824  H6 1.084, H56 1.091, C87 1.507, H119 1.092
17 H -3.341 -6.778 3.131  C54 1.086
18 H -4.030 -5.702 -0.192  C15 1.099
19 C 4.074 3.727 -5.135  O25 1.418, C27 1.502, H83 1.090, H111 1.141
20 H -0.257 7.113 -3.767  C44 1.102
21 H 3.829 -6.049 5.391  C96 1.064
22 H -0.423 7.665 -5.518  C44 1.092
23 H 0.353 -2.878 0.714  C33 1.100
24 O 3.416 1.687 2.537  C9 1.208
25 O 2.695 3.469 -5.340  P3 1.576, C19 1.418
26 C -1.169 -5.225 2.630  H7 1.124, H57 1.112, C60 1.513, H123 1.096
27 C 4.356 5.023 -5.841  H1 1.092, C19 1.502, H34 1.125, H72 1.088
28 O -1.502 2.006 3.899  C5 1.233
29 O -7.703 -0.216 1.392  C43 1.202
30 O -0.067 3.590 -0.539  C87 1.209
31 O 0.225 -0.603 -1.036  C2 1.227
32 O 0.888 -1.172 3.878  C8 1.180
33 C 1.144 -2.161 0.450  C2 1.479, H23 1.100, H89 1.097, H117 1.081
34 H 3.960 5.012 -6.894  C27 1.125
35 C -1.373 -1.262 4.521  C8 1.530, H41 1.074, H94 1.079, H113 1.107
36 O -0.280 -3.588 -5.516  C11 1.213
37 C -2.773 -2.448 -0.337  H62 1.084, C82 1.551, H112 1.081, H118 1.076
38 H 3.558 1.648 -3.035  C104 1.067
39 H 2.627 -6.360 1.955  C95 1.102
40 C 1.385 2.095 -2.937  H49 1.111, O100 1.439, C104 1.546, H120 1.087
41 H -1.485 -2.010 3.759  C35 1.074
42 H 2.890 1.971 -1.427  C104 1.080
43 C -6.931 0.384 0.693  C13 1.487, O29 1.202, C65 1.488
44 C -0.094 6.881 -4.832  H20 1.102, H22 1.092, H93 1.105, C107 1.481
45 O -1.723 -4.631 -0.451  C82 1.230
46 H 0.288 4.273 2.972  C103 1.113
47 H -5.381 0.012 2.086  C65 1.123
48 H 1.156 0.659 1.473  C126 1.070
49 H 1.232 1.630 -3.935  C40 1.111
50 H -2.223 2.810 1.179  C68 1.116
51 C 0.858 -3.508 -3.416  C11 1.512, H71 1.147, H75 1.079, H86 1.097
52 C 3.289 -5.057 3.547  C95 1.469, C96 1.576, O98 1.209
53 C -1.585 -2.815 -3.707  C11 1.496, H74 1.086, H77 1.074, H92 1.085
54 C -2.727 -7.161 2.321  H17 1.086, H59 1.103, C60 1.463, H102 1.087
55 C 0.747 5.761 -0.832  H84 1.085, C87 1.510, H88 1.108, H90 1.084
56 H -1.181 5.707 -2.572  C16 1.091
57 H -2.118 -4.711 2.895  C26 1.112
58 H -7.147 1.965 -0.687  C13 1.090
59 H -3.105 -6.611 1.443  C54 1.103
60 C -1.343 -6.722 2.502  C26 1.513, C54 1.463, O81 1.198
61 H -5.386 1.695 1.341  C65 1.078
62 H -3.503 -2.122 -1.068  C37 1.084
63 H 0.475 -0.715 6.877  C14 1.083
64 H 3.616 -0.938 0.919  C105 1.098
65 C -5.546 0.643 1.172  C43 1.488, H47 1.123, H61 1.078, H106 1.090
66 O 0.260 3.805 -5.335  P3 1.474
67 H 5.397 -0.929 3.051  C110 1.096
68 C -2.211 3.479 2.072  C5 1.538, H50 1.116, H79 1.097, H124 1.085
69 H 1.206 0.549 5.834  C14 1.088
70 H 5.588 0.592 3.737  C110 1.095
71 H 0.574 -4.112 -2.483  C51 1.147
72 H 3.907 5.885 -5.350  C27 1.088
73 H -8.449 0.806 -0.829  C13 1.104
74 H -1.368 -1.830 -3.305  C53 1.086
75 H 0.988 -2.501 -3.053  C51 1.079
76 H -0.456 0.856 0.843  C126 1.086
77 H -1.902 -3.472 -2.919  C53 1.074
78 H 3.381 -4.808 1.517  C95 1.096
79 H -1.856 4.490 1.835  C68 1.097
80 H -6.795 0.333 -1.377  C13 1.095
81 O -0.402 -7.463 2.500  C60 1.198
82 C -2.775 -3.999 -0.374  C15 1.476, C37 1.551, O45 1.230
83 H 4.574 2.834 -5.507  C19 1.090
84 H 1.421 5.698 -1.680  C55 1.085
85 H -0.507 0.536 6.132  C14 1.099
86 H 1.680 -3.969 -3.977  C51 1.097
87 C -0.300 4.685 -0.994  C16 1.507, O30 1.209, C55 1.510
88 H 0.409 6.799 -0.639  C55 1.108
89 H 1.724 -2.469 -0.429  C33 1.097
90 H 1.383 5.498 0.005  C55 1.084
91 H 4.927 0.043 0.430  C105 1.093
92 H -2.378 -2.794 -4.448  C53 1.085
93 H -0.685 5.976 -5.060  C44 1.105
94 H -1.836 -1.593 5.438  C35 1.079
95 C 2.698 -5.294 2.223  H39 1.102, C52 1.469, H78 1.096, H114 1.125
96 C 3.512 -6.349 4.421  H21 1.064, C52 1.576, H97 1.104, H125 1.123
97 H 4.282 -6.913 3.866  C96 1.104
98 O 3.674 -3.980 3.938  C52 1.209
99 H -0.020 -0.242 2.217  C126 1.062
100 O 1.550 3.522 -3.018  P3 1.605, C40 1.439
101 H 1.997 7.480 -4.774  C107 1.084
102 H -2.818 -8.231 2.155  C54 1.087
103 C 0.229 3.169 2.843  C5 1.481, H12 1.084, H46 1.113, H116 1.093
104 C 2.714 1.523 -2.394  H38 1.067, C40 1.546, H42 1.080, H108 1.112
105 C 3.944 0.109 0.903  H4 1.077, C9 1.528, H64 1.098, H91 1.093
106 H -4.826 0.372 0.401  C65 1.090
107 C 1.347 6.678 -5.106  H10 1.069, C44 1.481, H101 1.084, O109 1.422
108 H 2.623 0.422 -2.261  C104 1.112
109 O 1.776 5.591 -4.295  P3 1.590, C107 1.422
110 C 4.798 -0.060 3.348  C9 1.477, H67 1.096, H70 1.095, H121 1.103
111 H 4.262 3.733 -4.010  C19 1.141
112 H -3.131 -2.180 0.648  C37 1.081
113 H -1.904 -0.339 4.220  C35 1.107
114 H 1.678 -4.847 2.064  C95 1.125
115 H -4.506 -4.278 0.691  C15 1.099
116 H 0.599 3.039 1.824  C103 1.093
117 H 1.768 -2.110 1.331  C33 1.081
118 H -1.786 -2.061 -0.523  C37 1.076
119 H -2.228 5.452 -1.134  C16 1.092
120 H 0.552 1.859 -2.279  C40 1.087
121 H 4.212 -0.450 4.195  C110 1.103
122 H -4.810 -4.319 -1.083  C15 1.100
123 H -0.405 -4.916 3.354  C26 1.096
124 H -3.217 3.519 2.476  C68 1.085
125 H 2.524 -6.874 4.522  C96 1.123
126 C 0.244 0.139 1.262  C2 1.537, H48 1.070, H76 1.086, H99 1.062

Output
HOMO-LUMO gap   9.48 eV
Structure (SMILES)   CCOP(=O)(OCC)OCC.CC(C)=O.CC(C)=O.CC(C)=O.CC(C)=O.CC(C)=O.CC(C)=O.CC(C)=O.CC(C)=O.CC(C)=O.CC(C)=O
Highest occupied orbital energy   -9.22 eV
LUMO   0.26 eV
Multiplicity   1
Strongest force on any atom   3.3 eV Å⁻¹
Relative energy (zero: lowest compared OMol25 entry of this formula, charge and spin)   0.0000 eV
E   -2811.45143 Eh

Results of the Löwdin charge analysis, in e, for atoms 1 through 99:
1. H 0.078
2. C -0.467
3. P 0.394
4. H 0.045
5. C -0.470
6. H 0.094
7. H 0.066
8. C -0.510
9. C -0.487
10. H 0.115
11. C -0.505
12. H 0.079
13. C -0.026
14. C -0.012
15. C -0.026
16. C 0.012
17. H 0.093
18. H 0.077
19. C -0.262
20. H 0.074
21. H 0.054
22. H 0.086
23. H 0.081
24. O 0.059
25. O -0.187
26. C -0.032
27. C -0.074
28. O 0.030
29. O 0.072
30. O 0.036
31. O 0.027
32. O 0.071
33. C -0.018
34. H 0.107
35. C -0.018
36. O 0.061
37. C -0.001
38. H 0.052
39. H 0.088
40. C -0.240
41. H 0.057
42. H 0.065
43. C -0.542
44. C -0.080
45. O 0.030
46. H 0.102
47. H 0.106
48. H 0.064
49. H 0.124
50. H 0.091
51. C -0.016
52. C -0.503
53. C -0.015
54. C -0.017
55. C -0.013
56. H 0.052
57. H 0.082
58. H 0.084
59. H 0.067
60. C -0.526
61. H 0.075
62. H 0.082
63. H 0.083
64. H 0.074
65. C -0.024
66. O -0.225
67. H 0.082
68. C -0.010
69. H 0.082
70. H 0.089
71. H 0.105
72. H 0.060
73. H 0.093
74. H 0.087
75. H 0.059
76. H 0.080
77. H 0.054
78. H 0.092
79. H 0.076
80. H 0.089
81. O 0.082
82. C -0.489
83. H 0.121
84. H 0.067
85. H 0.081
86. H 0.086
87. C -0.504
88. H 0.094
89. H 0.093
90. H 0.078
91. H 0.090
92. H 0.087
93. H 0.078
94. H 0.077
95. C -0.033
96. C -0.013
97. H 0.088
98. O 0.054
99. H 0.042